No. 1
Here is a cluster of 9 separate species, C5H27NO9 in total at a distorted geometry from the OMol25 dataset. Energies are from wB97M-V/def2-TZVPD.

Computed properties:
charge = 0
SMILES string = CC(C)N(C)C=O.O.O.O.O.O.O.O.O

Geometry as XYZ:
```
42
Properties=species:S:1:pos:R:3:forces:R:3:nbo_charge:R:1
C -1.7346 2.7174 -0.4149 -0.5 1.8 -3.7 -0.63
C -1.7862 1.8174 -1.7669 -4.1 1.3 2.6 -0.05
C -3.1001 0.9253 -1.5126 2.5 -1.4 -1.9 -0.64
N -0.6284 0.9922 -1.9353 2.9 0.7 -0.9 -0.45
C 0.3298 1.4611 -2.9584 -0.7 0.7 0.2 -0.42
C -0.1359 -0.0296 -1.1512 -0.9 0.8 -1.5 0.55
O -0.7954 -0.4777 -0.2353 0.6 -0.4 1.0 -0.69
H -2.6918 3.0735 -0.0589 -0.8 -0.6 -0.3 0.21
H -1.3813 2.0522 0.2878 1.7 -0.4 2.0 0.22
H -1.3425 3.7443 -0.7287 0.9 -1.6 1.2 0.21
H -2.0368 2.6781 -2.4643 1.1 -2.0 -0.4 0.23
H -2.9492 -0.1171 -1.8731 0.6 0.4 0.4 0.22
H -3.9617 1.0734 -2.1286 -0.8 1.5 0.3 0.23
H -3.1320 0.8857 -0.4545 -1.2 -0.1 0.9 0.21
H 0.4607 2.5660 -2.9405 -0.8 -0.6 -0.4 0.20
H 1.3292 1.1707 -2.7251 0.6 -0.9 0.0 0.23
H -0.0432 1.0215 -3.8814 0.5 0.6 -0.5 0.20
H 0.8679 -0.4421 -1.5635 -1.5 0.7 1.0 0.17
O 2.1015 1.3461 3.3535 -1.1 -1.3 -2.2 -0.97
H 1.3002 0.7554 3.5132 1.8 1.0 -0.4 0.47
H 2.3107 1.1903 2.3490 -0.8 0.3 2.6 0.50
O 1.1144 -2.3030 3.6917 -1.3 1.1 1.2 -0.94
H 1.6529 -2.7285 3.0609 0.8 -0.8 -1.2 0.47
H 0.2443 -2.1643 3.2852 0.5 -0.3 0.0 0.48
O -0.6534 -4.0381 0.1535 -1.3 0.9 -0.8 -1.00
H -1.5262 -3.5102 -0.0084 2.0 -0.9 0.3 0.51
H -0.2605 -4.0565 -0.7370 -0.3 0.0 0.5 0.46
O 3.4337 -0.0877 1.2793 -1.3 -1.5 -2.8 -0.99
H 3.7888 -0.0155 2.1211 1.1 -0.1 2.6 0.48
H 3.2669 -1.0711 1.0986 0.7 1.8 0.4 0.50
O -1.4919 2.2867 3.0078 -1.0 -2.0 -0.8 -0.93
H -0.7114 2.0421 3.4871 1.0 0.4 0.6 0.47
H -1.7665 1.3719 2.7070 0.1 1.6 0.3 0.46
O 3.0362 0.1799 -1.4582 1.5 1.9 0.4 -0.96
H 3.6563 0.8682 -1.0564 -1.6 -1.0 -0.7 0.49
H 3.5635 -0.5897 -1.2691 0.1 -0.9 0.1 0.48
O 2.9568 -2.5835 0.3226 -1.0 1.6 0.1 -1.00
H 3.2181 -3.4982 0.2663 -0.7 -0.5 0.1 0.51
H 1.9905 -2.3844 0.4619 1.2 -1.3 -0.4 0.52
O -2.6002 -2.2885 -0.5723 -0.7 -0.5 0.0 -0.96
H -3.5136 -2.4173 -0.3154 -0.3 -0.2 -0.1 0.47
H -2.3794 -1.4161 -0.2367 0.6 0.4 0.0 0.51
```
Forces are in eV/Å.

No. 2
Here is a cluster of 8 separate species, C5H28N2O7S in total at a distorted geometry from the OMol25 dataset. Energies are from wB97M-V/def2-TZVPD.

Computed properties:
charge = 0
SMILES string = CN[C@H](CN)CCS.O.O.O.O.O.O.O

Geometry as XYZ:
```
43
Properties=species:S:1:pos:R:3:forces:R:3:nbo_charge:R:1
C -1.3501 1.5580 -0.0331 1.6 0.3 0.2 -0.44
N -0.5669 0.7767 -1.0757 -1.4 0.9 1.6 -0.71
C 0.8573 0.5673 -0.8580 0.3 0.9 0.9 -0.08
C 1.6037 1.9450 -1.0197 -0.7 0.4 -3.0 -0.23
N 1.5196 2.8703 0.1108 2.4 -0.1 0.3 -0.83
C 1.2118 -0.7067 -1.6578 -2.8 0.1 1.6 -0.43
C 1.4709 -1.8193 -0.6286 2.9 -0.3 -1.5 -0.52
S 2.4945 -3.2286 -1.2264 0.3 -0.8 -1.0 -0.08
H -1.3564 2.6625 -0.3022 -0.7 -1.4 0.3 0.22
H -0.8747 1.5706 1.0044 -0.4 -0.2 -1.3 0.17
H -2.2858 0.9931 0.0529 -0.2 1.1 0.1 0.20
H -0.7244 1.3504 -1.9142 0.4 -0.8 0.0 0.41
H 1.1243 0.2969 0.1773 -0.8 0.2 0.1 0.19
H 0.9145 2.4852 -1.7597 1.5 -0.8 0.0 0.18
H 2.6231 1.8082 -1.4449 -0.6 0.3 0.3 0.20
H 2.4471 2.9865 0.6084 -1.5 -0.4 -0.8 0.36
H 0.9427 2.3351 0.6961 -0.8 -0.1 1.9 0.34
H 1.8770 -0.4544 -2.4095 2.1 -0.4 -1.2 0.23
H 0.2696 -0.9619 -2.1620 0.3 0.0 -0.2 0.22
H 2.2312 -1.4219 0.0792 -0.9 -0.4 0.1 0.24
H 0.6835 -2.3779 -0.1597 -0.9 0.7 0.2 0.21
H 1.8892 -3.7883 -2.3584 0.1 0.9 1.1 0.13
O 2.4120 -0.1364 2.4520 1.9 -0.6 -0.3 -0.94
H 3.0739 -0.2457 3.1443 1.0 -0.3 -0.6 0.46
H 1.7641 0.1642 3.0467 -2.5 1.0 0.4 0.47
O -1.9513 1.3812 -3.6078 -2.6 3.2 3.3 -0.98
H -1.8505 0.6748 -4.1549 0.4 -3.1 -2.5 0.46
H -2.9009 1.2672 -3.2010 2.4 0.6 -1.4 0.50
O -3.8451 0.1826 -2.3387 1.3 -1.1 2.9 -0.96
H -2.9060 0.0912 -2.0031 -0.5 0.1 -1.2 0.48
H -4.1531 -0.1173 -1.4437 -1.0 0.3 -1.1 0.50
O -0.8835 -1.0040 1.5167 -2.4 1.3 2.5 -0.97
H -0.8962 -0.0358 1.7297 0.5 -1.4 -0.6 0.51
H -0.3394 -1.2433 0.8140 1.6 0.3 -2.0 0.48
O -2.9555 -2.0412 -0.1474 1.1 0.7 -1.7 -0.96
H -2.5973 -2.1568 -1.0793 -0.7 0.1 1.7 0.46
H -2.3348 -1.3761 0.2392 -0.5 -0.8 0.0 0.48
O 0.1693 0.8766 3.9142 -2.1 -5.9 -1.5 -0.96
H 0.8168 1.2288 4.4398 2.4 1.6 2.4 0.46
H 0.2609 -0.2136 4.0937 -0.6 3.9 -0.7 0.51
O 0.5840 -2.3245 3.2852 0.6 -0.8 2.9 -0.97
H 1.4868 -2.3429 3.0073 0.7 0.1 -0.5 0.47
H 0.0442 -2.0755 2.5738 -1.2 0.7 -1.7 0.49
```
Forces are in eV/Å.

Calculated relative energy (zero: lowest compared OMol25 entry of this formula, charge and spin), 386.55, 321.29 kJ/mol (same order as the records).
Calculated HOMO-LUMO gap, 9.36, 9.11 eV (same order as the records).
Calculated LUMO level, 0.0982, 0.0023 eV (same order as the records).